A structure of composition C55H58BrN7O3Ta, computed with wB97M-V/def2-TZVPD.

The geometry in ORCA input format:
```
! RIJCOSX wB97M-V def2-TZVPD def2/J DEFGRID3
* xyz 1 1
Ta -0.0005 -0.1785 0.0406
C 0.2100 1.1090 -5.8467
C -1.0245 0.2386 -5.5815
C -1.3840 0.3156 -4.1365
C -2.3431 1.0711 -3.5231
C -3.3991 1.9362 -4.1265
C -3.1303 3.4319 -3.9399
C -2.1705 0.8857 -2.1055
N -1.1368 0.0278 -1.8512
C -0.6563 -0.3610 -3.0904
C 0.3208 -1.2991 -3.3026
C 0.9622 -2.0649 -2.3280
C 1.9255 -3.0707 -2.5491
C 2.5347 -3.4404 -3.8601
C 1.9330 -4.7207 -4.4455
C 2.2467 -3.5914 -1.2923
C 1.4931 -2.8714 -0.3626
C 1.6772 -2.8640 1.1041
C 0.4658 -2.6488 1.9404
N -0.2467 -1.5041 1.7427
C -0.9486 -1.2992 2.9236
C -1.7619 -0.1885 3.1552
C -2.1579 0.7198 2.2100
N -1.8316 0.6328 0.8595
C -2.7241 1.4629 0.2245
C -2.9049 1.5526 -1.1418
C -3.5158 2.1917 1.1778
C -3.1460 1.7459 2.4161
C -3.6915 2.1429 3.7454
C -4.9321 1.3163 4.0944
C -4.5039 3.2570 0.8296
C -5.8753 2.7040 0.4296
C -0.6841 -2.3383 3.8351
C 0.2243 -3.1965 3.2070
C 0.7809 -4.4680 3.7638
C 0.0387 -5.6948 3.2285
C -1.1797 -2.3954 5.2417
C -0.3786 -1.4424 6.1345
N 0.7180 -1.9378 -0.9682
C 3.1867 -4.7085 -0.9834
C 2.4242 -5.9997 -0.6766
H 0.5345 1.0160 -6.8791
H 1.0343 0.8186 -5.2006
H -0.0197 2.1556 -5.6573
H -0.8172 -0.7938 -5.8702
H -1.8503 0.5907 -6.2001
H -4.3565 1.6818 -3.6661
H -3.4754 1.7234 -5.1940
H -2.9301 3.6708 -2.8967
H -3.9955 3.9995 -4.2705
H -2.2739 3.7373 -4.5339
H 0.5947 -1.4984 -4.3266
H 3.6098 -3.5796 -3.7220
H 2.4037 -2.6267 -4.5750
H 2.1244 -5.5678 -3.7925
H 2.3755 -4.9289 -5.4170
H 0.8569 -4.6167 -4.5688
H 2.2173 -3.7581 1.4228
H -2.1706 -0.0802 4.1469
H -3.7014 2.1956 -1.4784
H -3.9635 3.2000 3.7261
H -2.9320 2.0047 4.5174
H -5.7135 1.4875 3.3594
H -5.3101 1.5967 5.0739
H -4.6960 0.2549 4.0996
H -4.1072 3.8575 0.0051
H -4.6235 3.9128 1.6945
H -5.7963 2.0430 -0.4304
H -6.5401 3.5279 0.1820
H -6.3198 2.1428 1.2469
H 0.7010 -4.4473 4.8513
H 1.8404 -4.5612 3.5150
H -1.0194 -5.6358 3.4688
H 0.4401 -6.6025 3.6726
H 0.1443 -5.7599 2.1482
H -1.0771 -3.4113 5.6203
H -2.2373 -2.1264 5.2741
H 0.6677 -1.7366 6.1569
H -0.7645 -1.4558 7.1499
H -0.4346 -0.4254 5.7552
H 3.8133 -4.4425 -0.1289
H 3.8421 -4.8748 -1.8385
H 1.7908 -5.8804 0.2005
H 3.1223 -6.8132 -0.4952
H 1.7862 -6.2702 -1.5148
O 2.4588 1.2208 -3.3596
C 2.7547 2.4284 -2.8471
C 3.2719 3.3850 -3.7206
C 3.5823 4.6490 -3.2696
C 3.3872 4.9902 -1.9339
C 2.8997 4.0531 -1.0534
C 2.5705 2.7655 -1.4920
C 2.0256 1.7925 -0.5497
O 1.4716 0.6968 -1.0040
N 2.1263 2.0162 0.7253
N 1.7515 0.9400 1.4790
C 2.3363 0.8718 2.6295
C 2.6526 -0.3307 3.3628
C 3.0447 -0.2436 4.7050
C 3.6279 -1.3090 5.3564
C 3.9220 -2.4642 4.6465
C 3.5696 -2.5675 3.3155
C 2.8819 -1.5420 2.6742
O 2.4948 -1.6624 1.3681
H 2.1061 0.6517 -2.6482
H 3.4246 3.1009 -4.7497
H 3.9876 5.3803 -3.9520
H 3.6196 5.9855 -1.5895
H 2.7560 4.2822 -0.0090
H 2.8436 1.7745 2.9796
H 2.8757 0.6810 5.2341
H 3.9091 -1.2303 6.3947
H 4.4342 -3.2837 5.1250
H 3.8413 -3.4513 2.7577
Br -0.6568 7.2847 -1.7592
C -0.5165 5.4542 -1.3064
C -0.6058 5.0526 0.0197
C -0.5228 3.7015 0.2991
N -0.3544 2.7700 -0.6323
C -0.2383 3.1735 -1.8957
C -0.3113 4.4981 -2.2896
H -0.7227 5.7728 0.8120
H -0.5910 3.3518 1.3204
H -0.0900 2.4026 -2.6387
H -0.2064 4.7759 -3.3269
*
```

Output
**Orbital gap**: 0.18472 Eh
**Largest force on an atom**: 0.0422 hartree/bohr
**Energy**: -146142.4356 eV
**HOMO**: -8.998 eV
**Relative energy (zero: lowest compared OMol25 entry of this formula, charge and spin)**: 31.3 kcal/mol